Below is C10H7Cl2NOS in the gas phase at a distorted geometry, with properties calculated with wB97M-V/def2-TZVPD.

The value obtained for the HOMO-LUMO gap is 8.174 eV. The spin multiplicity is 1. For the relative energy (zero: lowest compared OMol25 entry of this formula, charge and spin), the calculation gives 0.275 eV. The LUMO energy is -0.028 Eh. As for the molecular weight: 260.145 g/mol. Its total charge is 0. The SMILES is CN1Sc2ccccc2C(Cl)=C1C(=O)Cl.

Geometry as XYZ:
```
22
C10H7Cl2NOS wB97M-V/def2-TZVPD
C -1.3507 0.3081 -1.8236
N 0.1578 0.2001 -1.9696
S 0.9569 1.4627 -1.1400
C 0.4269 1.0343 0.4428
C 0.2588 2.0193 1.4802
C -0.2747 1.6441 2.7315
C -0.6661 0.3419 2.9069
C -0.3541 -0.6776 2.0236
C 0.2457 -0.2551 0.7770
C 0.7616 -1.3095 -0.1480
Cl 1.2368 -2.8340 0.4445
C 0.8179 -1.0249 -1.4719
C 1.4442 -1.8019 -2.5115
O 1.8438 -2.9108 -2.4089
Cl 1.3953 -1.0289 -4.0552
H -1.5939 0.0825 -0.8224
H -1.5702 1.4049 -2.1293
H -1.8180 -0.4336 -2.5624
H 0.5993 2.9917 1.1543
H -0.4882 2.4364 3.3533
H -1.0681 0.0167 3.8225
H -0.9612 -1.6662 1.9062
```